Record 1
330
Properties=species:S:1:pos:R:3:lowdin_charge:R:1 method="wB97M-V/def2-TZVPD" e_lumo_ev=0.2 homo_lumo_gap_ev=8.2509 relative_energy_kcal_mol=0.0 max_force_ha_per_bohr=0.0656 energy_ev=-147602.89127
C -3.454 -4.376 3.209 -0.05
C -3.033 -3.194 2.279 -0.30
O -2.072 -2.381 2.844 -0.09
H -3.744 -4.083 4.218 0.06
H -2.623 -5.058 3.389 0.06
H -4.239 -5.014 2.803 0.06
H -3.922 -2.593 2.088 0.10
H -2.740 -3.558 1.294 0.10
H -1.365 -2.214 2.217 0.05
C -4.962 1.048 -0.807 -0.08
C -5.987 1.799 0.069 -0.26
O -6.443 0.948 1.147 -0.09
H -4.246 0.529 -0.170 0.05
H -4.469 1.726 -1.504 0.05
H -5.458 0.253 -1.366 0.05
H -6.807 2.093 -0.587 0.11
H -5.486 2.667 0.498 0.09
H -5.741 0.778 1.780 0.02
C 4.729 1.281 -2.547 -0.07
C 4.190 2.258 -1.521 -0.30
O 4.676 2.053 -0.222 -0.09
H 5.818 1.244 -2.555 0.08
H 4.448 1.437 -3.589 0.06
H 4.423 0.278 -2.252 0.05
H 3.110 2.124 -1.471 0.10
H 4.415 3.295 -1.772 0.11
H 5.578 2.360 -0.103 0.10
C 0.509 -7.469 0.609 -0.09
C -0.583 -8.234 1.276 -0.33
O -0.526 -9.616 1.014 -0.06
H 0.494 -6.404 0.838 0.06
H 0.392 -7.509 -0.474 0.06
H 1.514 -7.835 0.822 0.06
H -1.478 -7.791 0.839 0.10
H -0.560 -8.118 2.359 0.12
H -0.911 -9.770 0.148 0.08
C -5.713 1.809 4.257 -0.08
C -4.635 0.727 4.303 -0.27
O -4.412 0.165 3.002 -0.10
H -6.706 1.407 4.055 0.08
H -5.525 2.620 3.552 0.07
H -5.820 2.310 5.219 0.07
H -4.822 -0.039 5.056 0.11
H -3.683 1.129 4.649 0.10
H -3.813 -0.575 3.126 0.05
C -2.896 -3.481 7.352 -0.07
C -2.155 -2.993 6.122 -0.36
O -2.914 -2.051 5.416 -0.08
H -2.936 -2.598 7.989 0.07
H -2.272 -4.262 7.787 0.08
H -3.932 -3.764 7.167 0.08
H -1.832 -3.886 5.586 0.09
H -1.207 -2.518 6.375 0.10
H -2.600 -2.030 4.509 0.02
C 6.488 -1.462 -0.660 -0.08
C 6.766 -0.892 0.742 -0.33
O 5.848 -1.309 1.695 -0.06
H 7.154 -1.098 -1.443 0.07
H 5.467 -1.313 -1.010 0.05
H 6.655 -2.536 -0.576 0.07
H 6.758 0.197 0.702 0.09
H 7.769 -1.238 0.993 0.11
H 5.046 -0.788 1.614 0.04
C 3.403 2.685 2.806 -0.04
C 2.817 1.261 2.846 -0.31
O 3.473 0.469 1.931 -0.09
H 3.543 3.096 1.806 0.05
H 4.419 2.661 3.201 0.08
H 2.916 3.291 3.571 0.06
H 1.743 1.267 2.663 0.08
H 2.858 0.714 3.788 0.10
H 3.816 1.083 1.278 0.04
C 4.135 -7.781 -0.422 -0.09
C 5.511 -7.574 -0.989 -0.34
O 6.435 -8.236 -0.177 -0.08
H 3.971 -7.363 0.571 0.06
H 4.025 -8.865 -0.370 0.08
H 3.457 -7.260 -1.097 0.07
H 5.767 -6.516 -0.938 0.11
H 5.571 -7.958 -2.008 0.11
H 6.375 -9.193 -0.217 0.08
C 0.943 -6.065 -3.091 -0.10
C -0.552 -6.199 -3.114 -0.32
O -0.766 -7.000 -4.259 -0.06
H 1.310 -5.599 -2.176 0.06
H 1.354 -5.519 -3.940 0.07
H 1.509 -6.993 -3.169 0.08
H -0.979 -5.197 -3.161 0.09
H -0.836 -6.760 -2.224 0.10
H -1.700 -7.221 -4.270 0.08
C 3.366 7.496 -0.826 -0.02
C 4.022 7.138 0.565 -0.44
C 5.401 7.911 0.685 -0.12
C 5.197 9.418 1.030 -0.18
C 4.381 9.489 2.315 -0.15
C 3.015 8.760 2.321 -0.49
N 3.209 7.374 1.778 -0.14
O 2.185 6.482 2.008 0.01
C 2.628 8.607 3.820 -0.03
C 1.952 9.481 1.586 -0.03
C 4.489 5.631 0.518 -0.04
H 3.123 8.558 -0.851 0.06
H 2.480 6.882 -0.987 0.04
H 4.012 7.382 -1.697 0.09
H 5.973 7.491 1.512 0.12
H 5.960 7.839 -0.248 0.11
H 4.615 9.967 0.290 0.10
H 6.127 9.977 1.126 0.11
H 4.157 10.546 2.460 0.12
H 5.034 9.180 3.131 0.12
H 1.582 8.496 4.104 0.08
H 3.076 7.804 4.405 0.08
H 3.027 9.473 4.349 0.08
H 2.329 9.886 0.647 0.07
H 1.148 8.789 1.335 0.08
H 1.591 10.336 2.158 0.10
H 4.882 5.309 1.482 0.08
H 5.319 5.485 -0.174 0.08
H 3.642 4.972 0.327 0.06
H 1.599 6.710 1.283 0.07
C -0.090 4.573 4.148 -0.03
C -0.025 3.778 5.511 -0.49
C -0.482 2.384 5.061 -0.14
C -0.277 1.264 6.094 -0.17
C 1.157 1.193 6.542 -0.12
C 1.818 2.591 6.923 -0.43
N 1.372 3.675 5.951 -0.10
O 2.008 4.967 6.057 -0.02
C 1.459 2.928 8.377 -0.04
C 3.388 2.433 6.824 -0.03
C -0.835 4.502 6.580 -0.02
H 0.131 5.615 4.381 0.07
H -1.118 4.730 3.823 0.08
H 0.569 4.161 3.383 0.07
H -1.450 2.462 4.565 0.11
H 0.119 2.060 4.211 0.09
H -0.569 0.300 5.677 0.11
H -0.945 1.531 6.913 0.11
H 1.708 0.598 5.814 0.09
H 1.058 0.689 7.504 0.11
H 1.517 4.013 8.469 0.08
H 0.439 2.587 8.553 0.07
H 2.235 2.635 9.084 0.08
H 3.725 1.465 7.194 0.08
H 3.732 2.533 5.795 0.06
H 3.922 3.190 7.399 0.07
H -0.914 3.922 7.500 0.06
H -1.836 4.714 6.205 0.08
H -0.360 5.429 6.901 0.09
H 2.678 5.008 5.371 0.08
C 4.719 -6.772 4.703 -0.03
C 3.752 -5.550 4.341 -0.45
C 2.313 -6.140 4.200 -0.11
C 1.232 -5.022 4.151 -0.15
C 1.354 -4.064 5.389 -0.12
C 2.772 -3.501 5.672 -0.51
N 3.765 -4.581 5.508 -0.08
O 5.106 -4.159 5.826 -0.01
C 3.007 -2.306 4.801 -0.02
C 2.793 -3.214 7.170 -0.03
C 4.161 -4.993 3.008 -0.04
H 5.732 -6.425 4.495 0.07
H 4.685 -7.724 4.174 0.07
H 4.621 -7.076 5.745 0.08
H 2.187 -6.595 3.218 0.10
H 2.153 -6.923 4.941 0.12
H 0.219 -5.360 3.932 0.10
H 1.445 -4.339 3.328 0.06
H 0.741 -4.423 6.216 0.11
H 0.675 -3.260 5.103 0.09
H 2.488 -1.411 5.145 0.07
H 4.056 -2.019 4.860 0.09
H 2.792 -2.396 3.736 0.08
H 2.028 -2.467 7.383 0.08
H 2.683 -4.146 7.723 0.09
H 3.737 -2.847 7.572 0.08
H 4.354 -5.742 2.240 0.08
H 5.109 -4.456 3.047 0.08
H 3.422 -4.305 2.598 0.06
H 5.306 -3.625 5.054 0.07
C -0.233 5.388 -4.094 -0.04
C -0.390 5.507 -2.565 -0.46
C -0.420 7.049 -2.298 -0.10
C -1.135 7.407 -0.964 -0.19
C -2.497 6.779 -0.780 -0.13
C -2.463 5.285 -1.099 -0.48
N -1.732 4.904 -2.306 -0.10
O -1.829 3.530 -2.624 -0.02
C -2.069 4.496 0.165 -0.03
C -3.988 4.907 -1.346 -0.03
C 0.731 4.741 -1.854 -0.02
H -0.470 4.384 -4.446 0.05
H 0.701 5.831 -4.440 0.09
H -1.041 5.844 -4.667 0.08
H 0.607 7.389 -2.167 0.10
H -0.948 7.606 -3.072 0.12
H -1.190 8.495 -0.916 0.11
H -0.392 7.156 -0.208 0.09
H -3.241 7.325 -1.360 0.12
H -2.675 6.973 0.277 0.12
H -1.080 4.776 0.527 0.07
H -2.829 4.501 0.947 0.09
H -1.977 3.445 -0.111 0.05
H -4.702 5.234 -0.591 0.09
H -4.291 5.346 -2.297 0.08
H -4.083 3.822 -1.365 0.04
H 0.941 3.782 -2.328 0.07
H 0.534 4.580 -0.794 0.07
H 1.659 5.302 -1.965 0.06
H -2.696 3.496 -3.034 0.06
C -5.989 -4.313 -4.792 -0.02
C -5.196 -4.344 -3.446 -0.44
C -5.643 -3.048 -2.664 -0.16
C -5.174 -2.918 -1.279 -0.19
C -5.586 -4.201 -0.547 -0.10
C -5.414 -5.596 -1.223 -0.51
N -5.598 -5.505 -2.651 -0.13
O -5.373 -6.708 -3.297 0.01
C -4.063 -6.139 -0.819 -0.05
C -6.460 -6.523 -0.570 -0.03
C -3.693 -4.223 -3.721 -0.02
H -7.075 -4.385 -4.735 0.09
H -5.678 -5.130 -5.444 0.07
H -5.752 -3.434 -5.391 0.07
H -5.377 -2.119 -3.170 0.08
H -6.730 -2.971 -2.681 0.12
H -5.450 -1.989 -0.780 0.11
H -4.100 -2.771 -1.389 0.10
H -6.638 -4.019 -0.324 0.12
H -5.053 -4.205 0.403 0.09
H -3.894 -6.153 0.258 0.08
H -3.848 -7.183 -1.048 0.08
H -3.253 -5.559 -1.262 0.06
H -6.258 -7.561 -0.835 0.08
H -6.439 -6.413 0.514 0.09
H -7.426 -6.224 -0.977 0.09
H -3.330 -5.037 -4.348 0.08
H -3.036 -4.301 -2.854 0.05
H -3.399 -3.279 -4.179 0.07
H -6.246 -6.793 -3.687 0.11
C 0.336 1.151 -0.198 0.00
C -0.608 0.072 0.393 -0.45
C -1.626 -0.265 -0.710 -0.14
C -1.068 -1.175 -1.796 -0.15
C -0.515 -2.499 -1.120 -0.08
C 0.562 -2.152 -0.053 -0.47
N -0.022 -1.185 0.889 -0.14
O 0.636 -1.053 2.057 0.02
C 0.764 -3.509 0.710 -0.01
C 1.846 -1.654 -0.599 -0.02
C -1.466 0.751 1.467 -0.01
H 1.240 1.405 0.357 0.07
H -0.220 2.072 -0.375 0.07
H 0.747 0.738 -1.119 0.06
H -2.518 -0.752 -0.316 0.11
H -2.009 0.627 -1.207 0.11
H -0.375 -0.611 -2.420 0.08
H -1.832 -1.455 -2.521 0.09
H -0.109 -3.147 -1.897 0.10
H -1.423 -2.995 -0.775 0.10
H -0.176 -3.698 1.228 0.08
H 1.000 -4.348 0.056 0.07
H 1.603 -3.477 1.405 0.06
H 2.437 -0.976 0.017 0.08
H 2.419 -2.507 -0.962 0.10
H 1.684 -1.085 -1.514 0.06
H -0.854 1.209 2.243 0.07
H -2.051 0.001 2.000 0.06
H -2.176 1.475 1.067 0.08
H 1.470 -0.623 1.852 0.06
C 5.170 -1.313 -5.240 -0.04
C 3.762 -1.335 -5.821 -0.51
C 2.995 -2.166 -4.803 -0.12
C 1.434 -2.031 -4.997 -0.16
C 0.983 -0.569 -4.990 -0.13
C 1.753 0.370 -6.005 -0.43
N 3.225 0.069 -5.931 -0.08
O 4.026 0.832 -6.850 -0.03
C 1.174 0.123 -7.415 -0.03
C 1.662 1.875 -5.547 -0.02
C 3.793 -2.017 -7.183 -0.03
H 5.827 -0.791 -5.936 0.08
H 5.629 -2.299 -5.181 0.09
H 5.221 -0.750 -4.308 0.06
H 3.255 -3.221 -4.726 0.12
H 3.244 -1.763 -3.822 0.10
H 0.915 -2.587 -4.216 0.09
H 1.081 -2.494 -5.919 0.10
H 1.115 -0.145 -3.994 0.09
H -0.101 -0.607 -5.097 0.11
H 1.155 -0.948 -7.620 0.07
H 0.158 0.443 -7.646 0.07
H 1.747 0.563 -8.231 0.08
H 0.662 2.304 -5.611 0.06
H 2.045 2.098 -4.551 0.07
H 2.150 2.514 -6.283 0.08
H 4.074 -1.268 -7.924 0.08
H 2.866 -2.495 -7.498 0.08
H 4.663 -2.659 -7.320 0.08
H 4.327 1.570 -6.315 0.09
C -2.374 2.506 -5.979 -0.04
C -3.876 2.579 -6.277 -0.46
C -4.133 1.921 -7.657 -0.11
C -4.251 0.362 -7.637 -0.20
C -5.246 -0.006 -6.624 -0.15
C -5.074 0.540 -5.142 -0.42
N -4.721 1.953 -5.209 -0.14
O -4.810 2.544 -3.956 -0.02
C -6.438 0.258 -4.444 -0.01
C -3.828 -0.169 -4.482 -0.01
C -4.340 4.054 -6.344 -0.03
H -1.815 3.062 -6.732 0.09
H -1.898 1.532 -5.864 0.06
H -2.143 3.135 -5.119 0.05
H -5.079 2.251 -8.088 0.12
H -3.240 2.083 -8.260 0.12
H -3.286 -0.108 -7.447 0.11
H -4.579 0.141 -8.653 0.11
H -5.237 -1.091 -6.511 0.11
H -6.163 0.339 -7.103 0.12
H -6.687 -0.802 -4.388 0.07
H -6.357 0.683 -3.444 0.06
H -7.294 0.717 -4.939 0.09
H -3.764 -0.196 -3.395 0.06
H -3.798 -1.230 -4.727 0.05
H -2.859 0.247 -4.757 0.06
H -5.399 4.244 -6.522 0.08
H -3.846 4.605 -7.144 0.09
H -4.163 4.534 -5.381 0.07
H -5.743 2.766 -4.002 0.11


Record 2
65
Properties=species:S:1:pos:R:3:nbo_charge:R:1 method="wB97M-V/def2-TZVPD" e_lumo_ev="-3.0 / -5.7" homo_lumo_gap_ev="5.1018 / 2.3768" relative_energy_kcal_mol=236.6 max_force_ha_per_bohr=0.1008 spin_multiplicity=3 energy_ev=-53731.58723
Pt 9.616 -6.026 -26.934 0.83
B 10.175 -9.167 -29.060 -0.82
H 10.307 -9.626 -30.028 0.02
H 10.059 -9.890 -28.268 -0.02
H 11.027 -8.557 -28.805 -0.03
H 9.316 -8.513 -29.051 -0.03
C 6.981 -1.594 -22.074 0.75
F 6.891 -0.654 -21.143 -0.29
F 7.054 -2.765 -21.374 -0.31
F 5.939 -1.622 -22.932 -0.29
S 8.591 -1.440 -23.054 2.19
O 8.526 -2.563 -24.008 -0.67
O 8.539 -0.114 -23.724 -0.68
O 9.693 -1.605 -22.115 -0.70
C 5.776 -9.218 -23.752 -0.64
C 6.375 -8.404 -24.883 -0.10
C 5.577 -7.180 -25.195 -0.06
O 6.217 -6.359 -26.241 -0.55
C 5.256 -5.421 -26.722 -0.26
N 7.741 -8.066 -24.526 -0.82
H 5.634 -8.759 -22.773 0.21
H 6.385 -10.082 -23.488 0.22
H 4.767 -9.592 -23.927 0.22
H 6.467 -8.797 -25.895 0.22
H 5.382 -6.583 -24.304 0.17
H 4.657 -7.638 -25.558 0.18
H 5.660 -4.763 -27.492 0.19
H 4.896 -4.684 -26.003 0.17
H 4.458 -5.944 -27.249 0.18
H 8.272 -8.913 -24.675 0.37
H 7.794 -8.019 -23.518 0.35
C 12.381 -3.263 -32.096 -0.62
C 12.485 -3.296 -30.559 -0.08
C 13.206 -2.102 -29.973 -0.06
O 13.492 -2.204 -28.582 -0.53
C 13.819 -0.972 -27.965 -0.26
N 11.129 -3.470 -30.005 -0.81
H 11.880 -4.140 -32.508 0.22
H 13.393 -3.250 -32.501 0.21
H 11.850 -2.361 -32.400 0.20
H 13.059 -4.192 -30.322 0.20
H 12.541 -1.243 -30.068 0.15
H 14.044 -1.839 -30.619 0.17
H 14.152 -1.188 -26.950 0.19
H 13.045 -0.292 -27.608 0.17
H 14.533 -0.374 -28.531 0.17
H 10.685 -2.649 -30.391 0.34
H 10.764 -4.259 -30.519 0.36
C 16.006 -6.646 -25.533 -0.62
C 15.203 -6.630 -24.251 -0.06
C 15.910 -6.062 -23.023 -0.07
O 15.179 -6.139 -21.917 -0.55
C 15.769 -5.513 -20.757 -0.25
N 13.962 -5.802 -24.487 -0.84
H 16.952 -7.082 -25.212 0.21
H 16.153 -5.669 -25.995 0.20
H 15.505 -7.224 -26.309 0.23
H 14.941 -7.649 -23.966 0.19
H 16.287 -5.057 -23.213 0.15
H 16.753 -6.726 -22.831 0.15
H 16.847 -5.674 -20.771 0.17
H 15.362 -5.855 -19.806 0.20
H 15.712 -4.426 -20.826 0.17
H 13.780 -5.765 -23.494 0.36
H 14.216 -4.885 -24.827 0.34